[1]
DFT (ωB97M-V with the def2-TZVPD basis set) results for C24H21N3O5 in the gas phase at a distorted geometry.

The HOMO energy comes out at -7.78 eV. As for the largest force on an atom: 0.073 hartree/bohr. The frontier orbital gap comes out at 6.858 eV. The SMILES is COc1ccc([C@H](c2cn(C)c3ccccc23)[C@H](c2cccc([N+](=O)[O-])c2)[N+](=O)[O-])cc1. As for the multiplicity: 1. The total charge is 0.

Each line ends with the natural charge from an NBO analysis.
Positions of all 53 atoms, in Å:
C  0.054  -0.187  1.283  -0.09
C  2.304  0.314  -1.382  0.01
H  -2.221  1.129  -1.377  0.22
H  -3.104  -3.295  3.057  0.23
C  3.557  2.054  -0.710  0.12
O  -2.931  -2.944  -3.179  -0.49
N  0.779  0.782  2.216  0.50
H  5.594  0.761  -1.915  0.22
C  -2.875  -2.281  2.784  -0.22
C  2.005  3.328  0.658  -0.20
C  3.063  4.182  1.006  -0.23
C  0.113  0.674  -0.114  -0.26
C  2.232  2.244  -0.191  -0.01
H  -4.874  -1.537  3.212  0.25
H  2.078  -0.583  -1.945  0.22
O  -5.668  0.868  3.038  -0.37
H  -0.465  1.553  0.206  0.24
H  5.646  2.608  -0.655  0.21
H  0.749  -1.905  -0.700  0.20
O  0.207  1.860  2.514  -0.40
H  -3.187  -4.851  -3.866  0.21
H  0.620  -1.090  1.027  0.24
C  -2.455  -4.325  -3.260  -0.26
C  -3.517  0.041  2.734  0.00
H  4.478  0.242  -3.217  0.20
C  -1.301  -0.594  1.966  -0.07
C  -2.589  -0.763  -2.293  -0.25
H  -1.931  1.421  2.199  0.27
C  -3.853  -1.316  2.953  -0.16
C  -1.854  0.109  -1.529  -0.20
H  2.882  5.042  1.677  0.22
O  1.967  0.558  2.575  -0.36
H  -1.473  -4.348  -3.738  0.18
H  -0.593  -3.530  -1.960  0.22
C  -0.656  -0.292  -0.955  0.01
C  -0.942  -2.503  -1.855  -0.33
H  -3.519  -0.463  -2.792  0.23
C  1.461  1.058  -0.576  -0.16
H  5.189  4.609  0.851  0.22
C  -2.153  -2.094  -2.467  0.31
H  4.712  -0.801  -1.821  0.20
C  -1.600  -1.927  2.297  -0.15
C  -2.231  0.379  2.273  -0.10
H  -2.399  -4.763  -2.259  0.18
C  4.658  0.244  -2.137  -0.40
H  -0.824  -2.678  2.260  0.22
C  -0.194  -1.588  -1.146  -0.17
O  -4.028  2.273  2.659  -0.38
H  1.002  3.540  1.020  0.23
C  4.632  2.863  -0.335  -0.24
N  -4.460  1.102  2.823  0.50
N  3.549  0.860  -1.437  -0.35
C  4.367  3.961  0.526  -0.21

=====

[2]
DFT (ωB97M-V with the def2-TZVPD basis set) results for 3 unconnected molecules or ions with the total composition H7NO2 at a distorted geometry.

The HOMO energy comes out at -9.99 eV. As for the largest force on an atom: 0.029 hartree/bohr. The frontier orbital gap comes out at 10.496 eV. The SMILES is N.O.O. As for the multiplicity: 1. The total charge is 0.

Each line ends with the natural charge from an NBO analysis.
Positions of all 10 atoms, in Å:
H  2.320  -0.227  -0.102  0.37
H  -0.061  -1.404  -1.034  0.46
H  2.292  1.325  -0.717  0.36
N  1.936  0.695  -0.021  -1.10
H  -1.867  0.861  1.269  0.47
H  -0.564  1.312  1.618  0.47
O  -0.976  -1.283  -1.345  -0.93
O  -0.984  0.472  1.365  -0.93
H  -1.142  -0.425  -0.917  0.47
H  0.936  0.731  0.031  0.37

=====

[3]
DFT (ωB97M-V with the def2-TZVPD basis set) results for a molecular structure, C2H5ClO at a distorted geometry.

The HOMO energy comes out at -10.33 eV. As for the largest force on an atom: 0.051 hartree/bohr. The frontier orbital gap comes out at 10.542 eV. As for the multiplicity: 1. The total charge is 0.

Each line ends with the natural charge from an NBO analysis.
Positions of all 9 atoms, in Å:
Cl  1.650  -1.747  0.217  -0.38
H  1.128  1.314  0.104  0.25
C  0.109  0.905  0.293  -0.70
H  -1.302  -1.252  0.471  0.48
H  0.418  -0.174  -1.439  0.19
H  -0.236  0.691  1.338  0.22
H  -0.610  1.766  -0.082  0.24
C  0.004  -0.402  -0.466  0.33
O  -1.162  -1.101  -0.437  -0.64

=====

[4]
DFT (ωB97M-V with the def2-TZVPD basis set) results for 9 unconnected molecules or ions with the total composition C45H102NO12 at a distorted geometry.

The HOMO energy comes out at -10.89 eV. As for the largest force on an atom: 0.060 hartree/bohr. The frontier orbital gap comes out at 7.167 eV. As for the multiplicity: 1. The total charge is +1.

Each line ends with the Mulliken charge.
Positions of all 160 atoms, in Å:
H  3.033  1.829  -5.191  0.23
H  2.445  4.651  -0.787  0.14
H  -7.430  -2.283  -3.804  0.29
H  2.506  -3.361  -4.240  0.34
H  -6.574  6.677  5.064  0.30
H  5.447  0.872  3.946  0.40
H  3.914  1.538  -8.113  0.32
C  -6.274  -0.900  -6.471  -1.00
H  -6.828  4.936  5.096  0.29
C  0.876  -2.542  -5.363  -0.83
H  2.746  4.574  -3.258  0.47
H  5.718  2.683  -7.554  0.32
H  3.129  2.614  2.930  0.14
C  0.131  -2.146  3.778  0.91
H  4.275  5.035  -2.516  0.29
N  1.965  0.274  0.632  0.72
H  0.168  -10.070  5.611  0.40
H  5.663  3.612  0.674  0.35
H  6.139  4.289  5.104  0.36
C  3.523  1.163  -7.167  -1.19
C  -0.526  -9.648  4.883  -1.13
C  4.576  5.453  0.673  -1.13
H  4.513  3.653  5.221  0.29
H  -4.281  -1.640  1.372  0.37
H  -5.187  4.639  6.544  0.35
H  -2.814  4.524  1.360  0.08
H  5.282  1.520  2.325  0.11
H  -1.305  5.208  3.725  0.26
H  -2.441  4.386  -1.102  0.47
H  0.619  -1.784  -4.620  0.09
O  -0.506  -3.183  3.197  -0.50
H  -4.455  -2.998  -3.672  0.17
O  -1.277  3.227  1.856  -0.15
H  1.656  -3.944  -0.349  0.51
H  -1.281  -1.784  -0.304  -0.57
O  -4.106  5.528  5.020  -0.43
O  -0.793  -7.757  3.329  -0.41
H  -3.205  -6.142  5.077  0.40
C  -3.365  -1.020  -0.420  0.54
C  -0.241  4.134  2.190  0.16
C  -0.419  -4.881  -4.043  -0.13
H  -2.946  2.874  0.788  0.31
C  -1.653  4.080  -0.413  -1.02
H  1.821  1.183  1.067  0.02
H  -0.946  4.907  -0.329  0.33
C  -1.208  -1.033  -1.090  -0.04
O  -4.119  -1.625  -1.066  -0.46
H  0.219  -4.989  2.613  0.39
C  5.041  1.714  3.374  -0.59
H  6.346  3.789  -6.351  0.34
O  -2.408  -0.228  -1.022  -0.45
H  -1.433  -1.019  4.636  0.44
C  -2.170  -6.406  4.855  -0.80
H  0.212  -7.628  5.136  0.30
H  5.440  6.055  0.953  0.42
H  -7.054  -0.561  -7.154  0.39
H  3.555  -2.294  -0.273  0.60
C  3.440  2.252  -6.112  -0.15
O  3.958  3.302  -0.357  -0.41
C  5.556  3.371  5.041  -0.31
C  2.986  3.821  -1.255  0.19
C  5.424  3.428  -6.807  -0.34
C  -0.722  5.422  2.827  -1.39
H  0.078  -5.588  -6.039  0.29
O  5.716  2.906  3.707  -0.42
H  -5.305  -0.593  -6.867  0.28
H  7.095  2.151  5.933  0.29
H  -0.104  0.814  -0.831  -0.04
H  -1.486  -9.509  5.382  0.27
H  2.001  -2.040  1.463  0.44
O  -5.313  -2.944  -5.490  -0.44
C  6.044  2.394  6.095  -1.05
H  4.049  3.385  -3.081  0.28
H  -1.103  -4.085  -4.359  0.25
C  3.079  -0.198  0.229  -0.15
H  -4.790  6.421  3.355  0.38
H  -7.317  -2.729  -5.961  0.31
H  -1.629  -5.496  4.586  0.04
H  2.255  3.019  -1.401  0.13
H  -0.673  -10.372  4.081  0.29
H  -0.048  -2.846  -5.856  0.30
O  1.210  -2.197  4.233  -0.55
C  4.699  4.593  -7.458  -1.04
H  3.943  6.063  0.026  0.34
H  1.882  -4.459  -5.452  0.37
H  0.408  -2.957  -1.026  0.14
H  -0.068  -0.053  4.173  0.27
C  1.548  -1.964  0.478  0.73
O  0.838  -4.330  -3.670  -0.41
H  0.126  6.050  3.101  0.44
C  -6.332  -2.410  -6.318  -0.33
H  -2.685  -8.311  3.963  0.37
H  1.520  -2.087  -6.117  0.37
H  5.331  5.050  -8.220  0.40
H  -1.357  5.999  2.153  0.29
C  -5.070  5.574  3.982  -0.04
C  0.098  -0.250  -0.887  -0.56
H  5.482  1.458  6.080  0.26
C  3.547  4.228  -2.603  -1.33
H  0.323  -6.773  -4.761  0.32
H  -4.991  4.679  3.351  0.11
H  -6.460  -2.447  -2.342  0.36
C  -5.291  -2.486  -4.149  -0.05
H  0.985  -8.536  3.854  0.37
H  1.376  -3.721  2.397  0.37
C  2.772  -1.546  -0.374  -1.71
H  -1.105  -3.424  0.744  0.07
C  -0.123  -3.878  0.844  -0.60
H  -5.057  -1.416  -4.117  0.21
H  -5.006  2.916  4.677  0.25
H  -1.316  -6.374  -5.305  0.42
C  -6.495  5.765  4.471  -1.24
H  3.246  1.977  4.571  0.42
H  -3.253  2.949  4.857  0.12
H  -3.595  -0.011  1.417  0.24
H  3.062  0.860  3.218  0.12
C  0.905  -3.204  -0.091  -1.43
H  -1.724  -6.792  5.772  0.32
H  0.379  4.338  1.307  0.08
H  -2.579  -6.979  2.833  0.33
H  2.747  3.042  -6.423  0.33
C  -2.112  -7.411  3.719  -0.41
C  -4.261  4.496  5.977  -0.38
H  3.772  4.281  -7.940  0.27
H  -4.276  2.351  6.178  0.42
C  3.531  1.796  3.535  -0.41
C  0.023  -8.346  4.330  -0.30
H  2.573  -1.502  -1.445  0.42
H  5.637  4.396  -0.891  0.36
H  -1.124  3.228  -0.847  0.00
H  -3.442  4.624  6.686  0.34
H  -6.767  -3.856  -3.376  0.29
H  5.936  2.829  7.089  0.40
H  -1.237  -1.569  -2.035  0.34
H  -7.177  5.837  3.623  0.42
H  4.184  0.360  -6.834  0.31
H  -2.536  -1.443  1.549  -0.15
H  -6.193  -2.875  -7.295  0.32
C  -6.562  -2.784  -3.374  -1.07
C  5.028  4.176  -0.009  -0.33
C  -4.197  3.098  5.386  -0.85
H  4.041  0.277  0.307  0.59
C  -0.684  -0.880  3.857  -0.90
H  0.202  -0.464  1.310  -0.45
O  4.692  2.810  -5.759  -0.41
C  0.320  -3.952  2.310  -0.49
H  2.533  0.746  -7.359  0.37
H  -0.840  -5.305  -3.129  0.37
C  -3.432  -1.035  1.089  -0.23
C  -0.327  -5.965  -5.100  -1.30
C  1.585  -3.715  -4.707  -0.43
H  0.800  -0.440  -1.691  0.42
H  -6.420  -0.387  -5.519  0.25
H  -1.238  -0.675  2.948  -0.07
H  4.447  5.350  -6.714  0.26
C  -2.242  3.695  0.930  -0.04
H  0.397  3.597  2.897  0.19
H  -0.254  -4.894  0.487  0.66
C  0.798  -0.649  0.419  1.11
H  4.004  5.224  1.574  0.20